The following is a quantum chemistry calculation of 8 unconnected molecules or ions with the total composition C26H48F3N17O7 at a distorted geometry, from the Open Molecules 2025 dataset.

The calculation puts the HOMO-LUMO gap at 0.233 Eh. As for the structure (SMILES): FC(F)(F)CCc1ccc2ncc(CCCCn3cccc3)nc2c1.NC(N)=O.NC(N)=O.NC(N)=O.NC(N)=O.NC(N)=O.NC(N)=O.NC(N)=O. The highest occupied orbital energy is -0.2657 Eh. The total energy is -75555.64788 eV.

Geometry as ORCA input:
```
! RIJCOSX wB97M-V def2-TZVPD def2/J DEFGRID3
* xyz 0 1
F 2.46 -2.51 2.66
C 3.68 -3.08 2.11
F 3.56 -4.50 2.38
F 3.76 -2.91 0.70
C 4.91 -2.50 2.95
C 5.68 -1.27 2.26
C 4.74 -0.13 1.65
C 4.87 0.47 0.20
C 3.92 1.62 -0.28
C 2.77 2.21 0.65
N 1.97 3.27 0.08
C 0.97 3.63 1.04
C 0.75 3.01 2.46
C -0.47 3.51 3.40
C -1.52 2.25 3.47
C -2.62 2.58 2.31
C -3.91 1.62 2.36
N -3.69 0.25 1.83
C -4.79 -0.68 2.06
C -4.46 -2.12 1.51
C -3.03 -1.85 0.92
C -2.57 -0.36 1.11
N 1.60 1.99 2.99
C 2.62 1.58 2.06
C 3.61 0.44 2.55
H 5.64 -3.38 3.13
H 4.49 -2.13 3.96
H 6.42 -1.62 1.45
H 6.31 -0.76 3.09
H 5.67 0.08 -0.53
H 4.05 2.02 -1.35
H 0.24 4.48 0.73
H -0.05 3.73 4.47
H -0.95 4.48 3.05
H -0.92 1.33 3.14
H -2.01 2.15 4.50
H -2.15 2.66 1.26
H -3.01 3.65 2.56
H -4.26 1.56 3.45
H -4.75 2.14 1.77
H -5.70 -0.28 2.62
H -5.10 -3.05 1.56
H -2.42 -2.68 0.42
H -1.61 0.18 0.82
H 3.49 0.02 3.62
C -0.97 -3.88 -2.18
O -2.10 -3.51 -1.91
N 0.01 -3.03 -2.57
N -0.59 -5.18 -2.11
H 0.94 -3.32 -2.80
H -0.24 -2.05 -2.64
H -1.29 -5.85 -1.82
H 0.34 -5.51 -2.33
C -5.12 -2.52 5.51
O -6.09 -1.80 5.31
N -3.94 -2.33 4.88
N -5.15 -3.57 6.37
H -3.13 -2.91 5.02
H -3.88 -1.57 4.23
H -6.01 -3.74 6.86
H -4.36 -4.17 6.54
C 3.04 0.36 -3.92
O 3.85 -0.25 -3.24
N 2.24 1.32 -3.41
N 2.88 0.13 -5.24
H 1.57 1.83 -3.95
H 2.33 1.52 -2.43
H 3.46 -0.58 -5.66
H 2.22 0.62 -5.82
C -6.09 -2.44 -2.46
O -7.06 -1.72 -2.65
N -4.91 -2.25 -3.08
N -6.12 -3.49 -1.60
H -4.10 -2.83 -2.94
H -4.84 -1.48 -3.72
H -6.98 -3.67 -1.12
H -5.33 -4.09 -1.43
C 6.92 -3.05 -1.67
O 7.45 -4.00 -1.12
N 5.60 -2.76 -1.54
N 7.60 -2.20 -2.48
H 5.15 -1.99 -1.99
H 5.06 -3.37 -0.95
H 8.58 -2.38 -2.61
H 7.18 -1.41 -2.95
C -3.65 0.80 -5.80
O -3.61 -0.15 -5.04
N -3.68 2.08 -5.37
N -3.68 0.65 -7.15
H -3.71 2.88 -5.98
H -3.66 2.23 -4.37
H -3.66 -0.29 -7.51
H -3.71 1.42 -7.80
C 1.16 7.57 0.16
O 0.06 7.05 0.10
N 2.14 7.31 -0.74
N 1.50 8.46 1.12
H 3.05 7.73 -0.70
H 1.93 6.65 -1.47
H 0.79 8.68 1.81
H 2.39 8.90 1.19
*
```


The following is a quantum chemistry calculation of a single C20H26N2O5 molecule at a distorted geometry, from the Open Molecules 2025 dataset.

The calculation puts the HOMO-LUMO gap at 0.332 Eh. Its relative energy (zero: lowest compared OMol25 entry of this formula, charge and spin) is 95.5 kcal/mol. As for the structure (SMILES): CCCN(C[C@@H]1CCCO1)C(=O)c1cc(COc2cccc(OC)c2)on1. The highest occupied orbital energy is -0.3075 Eh. The total energy is -34377.65544 eV.

Geometry as ORCA input:
```
! RIJCOSX wB97M-V def2-TZVPD def2/J DEFGRID3
* xyz 0 1
C 2.36 1.96 -1.92
C 3.05 2.88 -0.93
H 2.95 3.92 -1.25
C 2.45 2.77 0.48
N 2.67 1.46 1.06
C 1.80 0.44 1.06
O 2.08 -0.67 1.50
C 0.44 0.62 0.48
N -0.25 1.73 0.40
O -1.46 1.42 -0.12
C -1.51 0.10 -0.37
C -0.33 -0.47 -0.01
H -0.03 -1.50 -0.07
C -2.76 -0.46 -0.95
O -2.40 -1.46 -1.88
C -3.39 -2.15 -2.53
C -4.75 -1.93 -2.35
C -5.67 -2.69 -3.06
C -5.22 -3.67 -3.95
C -3.87 -3.87 -4.12
C -2.95 -3.13 -3.41
H -1.89 -3.28 -3.53
H -3.53 -4.63 -4.81
H -5.96 -4.24 -4.49
O -7.02 -2.55 -2.96
C -7.54 -1.59 -2.08
H -7.25 -1.79 -1.04
H -8.62 -1.67 -2.16
H -7.23 -0.58 -2.35
H -5.09 -1.17 -1.66
H -3.33 0.35 -1.43
H -3.38 -0.89 -0.14
C 3.95 1.25 1.72
H 4.10 0.17 1.77
H 4.74 1.71 1.13
C 3.96 1.83 3.15
C 5.15 1.28 3.95
H 5.42 1.98 4.74
C 4.57 -0.01 4.55
H 4.90 -0.89 3.99
C 3.05 0.17 4.42
H 2.53 0.13 5.38
O 2.82 1.47 3.88
H 2.61 -0.58 3.75
H 4.87 -0.14 5.59
H 6.02 1.10 3.32
H 3.96 2.93 3.10
H 2.90 3.51 1.14
H 1.37 2.96 0.44
H 4.11 2.65 -0.89
H 2.45 0.92 -1.61
H 1.30 2.21 -2.00
H 2.81 2.06 -2.91
*
```


The following is a quantum chemistry calculation of 12 unconnected molecules or ions with the total composition C39H73N5O18 at a distorted geometry, from the Open Molecules 2025 dataset.

The calculation puts the HOMO-LUMO gap (spin up / spin down) at 0.306 / 0.070 Eh. The expectation value of S² is 0.76. The highest occupied orbital energy (spin up / spin down) is -0.3976 / -0.3974 Eh. The total energy is -85901.46510 eV.

Geometry as ORCA input:
```
! RIJCOSX wB97M-V def2-TZVPD def2/J DEFGRID3
* xyz 1 2
C -3.17 -2.69 -1.95
N -4.03 -1.72 -1.25
O -3.61 -0.57 -1.09
O -5.19 -2.09 -1.00
H -3.72 -3.41 -2.57
H -2.64 -3.22 -1.16
H -2.42 -2.19 -2.56
C 2.09 -3.89 2.43
N 1.17 -4.93 1.97
O 0.06 -4.63 1.60
O 1.58 -6.08 1.88
H 2.60 -4.29 3.30
H 1.70 -2.87 2.47
H 2.89 -3.86 1.68
C 4.24 0.90 -2.37
N 5.61 0.72 -2.98
O 5.71 0.22 -4.11
O 6.57 1.17 -2.32
H 4.39 1.21 -1.33
H 3.74 -0.06 -2.47
H 3.79 1.67 -2.99
C -3.05 1.43 -3.64
N -2.80 0.05 -4.15
O -3.72 -0.67 -4.41
O -1.64 -0.18 -4.40
H -3.78 1.49 -2.83
H -3.37 2.05 -4.47
H -2.20 1.95 -3.21
C 1.34 -4.57 -3.67
N 1.07 -4.71 -2.23
O 1.68 -3.92 -1.51
O 0.40 -5.61 -1.76
H 0.96 -3.58 -3.91
H 0.66 -5.28 -4.15
H 2.35 -4.76 -4.04
C 1.00 -5.41 6.16
O 1.30 -4.22 5.37
C 1.62 -3.04 6.12
C 2.26 -1.89 5.21
O 3.33 -2.33 4.43
C 4.48 -2.80 5.11
H 0.25 -5.10 6.89
H 1.85 -5.75 6.76
H 0.76 -6.24 5.50
H 2.41 -3.38 6.80
H 0.85 -2.62 6.76
H 2.51 -1.08 5.89
H 1.54 -1.50 4.48
H 5.01 -3.27 4.27
H 4.33 -3.57 5.86
H 5.07 -2.01 5.58
C -3.42 2.76 2.06
O -3.52 4.15 1.79
C -4.35 4.58 0.71
C -5.81 4.87 1.11
O -5.89 6.21 1.62
C -7.22 6.70 1.85
H -3.12 2.18 1.19
H -4.29 2.35 2.58
H -2.64 2.65 2.81
H -4.27 3.78 -0.03
H -3.89 5.44 0.23
H -6.12 4.17 1.88
H -6.51 4.77 0.29
H -7.21 7.73 2.23
H -7.72 6.02 2.54
H -7.90 6.56 1.01
C -2.97 -3.12 3.60
O -4.32 -3.12 4.05
C -5.04 -1.90 3.83
C -4.39 -0.61 4.48
O -3.14 -0.28 4.01
C -2.41 0.58 4.90
H -2.86 -2.75 2.58
H -2.59 -4.13 3.47
H -2.18 -2.67 4.20
H -6.06 -2.08 4.18
H -5.07 -1.81 2.75
H -4.34 -0.66 5.57
H -4.99 0.28 4.28
H -2.25 0.07 5.85
H -2.96 1.51 5.04
H -1.42 0.79 4.48
C 3.79 1.76 -6.08
O 2.76 1.52 -5.11
C 1.50 0.95 -5.51
C 1.67 -0.38 -6.19
O 2.34 -0.26 -7.44
C 2.87 -1.50 -7.99
H 4.50 2.52 -5.74
H 3.29 2.14 -6.97
H 4.39 0.96 -6.50
H 1.04 1.59 -6.26
H 0.75 0.91 -4.71
H 0.74 -0.92 -6.36
H 2.20 -1.07 -5.55
H 2.13 -2.29 -7.84
H 3.76 -1.82 -7.45
H 3.12 -1.38 -9.05
C 4.70 2.32 1.38
C 3.88 1.32 1.88
C 4.35 0.02 1.94
C 5.71 -0.24 1.70
C 6.55 0.79 1.22
C 6.02 2.07 1.04
H 4.31 3.32 1.28
H 2.86 1.52 2.19
H 3.74 -0.83 2.20
H 6.11 -1.24 1.69
H 7.57 0.54 0.97
H 6.53 2.85 0.50
C -2.26 4.61 -2.48
C -1.72 4.75 -3.76
C -0.35 4.48 -3.83
C 0.42 4.12 -2.71
C -0.22 4.08 -1.48
C -1.55 4.30 -1.36
H -3.32 4.80 -2.39
H -2.21 4.96 -4.70
H 0.21 4.66 -4.74
H 1.43 3.80 -2.90
H 0.37 3.86 -0.60
H -2.11 4.24 -0.44
C -1.07 0.60 -0.34
C -0.96 -0.17 0.81
C 0.18 -0.94 1.06
C 1.31 -0.92 0.18
C 1.15 -0.10 -0.97
C 0.04 0.67 -1.21
H -1.94 1.20 -0.52
H -1.76 -0.05 1.52
H 0.23 -1.49 1.99
H 2.14 -1.60 0.32
H 1.93 -0.14 -1.72
H -0.13 1.21 -2.13
*
```


Question: Among the records above, which one has the highest total energy?
Answer: C20H26N2O5


Question: The highest total energy belongs to which entry?
Answer: C20H26N2O5